Formula: CH5N2PS
Source: the Open Molecules 2025 dataset
Level of theory: ωB97M-V/def2-TZVPD

Computed properties:
- structure (SMILES) = NC(=S)NP

```
10
Properties=species:S:1:pos:R:3:nbo_charge:R:1
N -1.07471 -0.65135 1.04333 -0.81
C -0.84107 0.55585 0.49079 0.23
S -1.39924 1.89920 1.16626 -0.20
N 0.17354 0.53233 -0.43333 -0.90
P 1.13645 -0.83663 -0.87210 0.51
H -0.36190 -1.44472 0.84531 0.39
H -1.64902 -0.75233 1.84198 0.42
H 0.57030 1.44689 -0.87586 0.44
H 2.38266 -0.17704 -0.98372 -0.04
H 1.06299 -0.57219 -2.22266 -0.04
```


Formula: CH5N2S
Source: the Open Molecules 2025 dataset
Level of theory: ωB97M-V/def2-TZVPD

Computed properties:
- net charge = +1

```
9
Properties=species:S:1:pos:R:3:nbo_charge:R:1
C 0.29342 -0.39502 0.02599 0.38
N 1.59173 -0.10977 -0.18513 -0.74
N -0.70384 0.44515 -0.13436 -0.70
S -2.36225 -0.00146 -0.01006 0.29
H -0.11932 -1.39893 0.50104 0.26
H 2.14929 -0.94800 -0.39271 0.44
H 2.02590 0.77510 -0.35550 0.44
H -0.42670 1.51871 -0.83298 0.46
H -2.44822 0.11422 1.38372 0.16
```


One value per record, in order, for highest occupied orbital energy: -0.3070 -0.5397 Ha.
One value per record, in order, for energy above the lowest of the compared OMol25 structures with the same formula, charge and spin: 5.8 35.1 kcal per mole.
One value per record, in order, for DFT total energy: -24221.74647 -14924.94255 eV.